Computed, not measured: an isolated ion of composition C6H12N and charge +1 at a distorted geometry, with ωB97M-V/def2-TZVPD.

Each line ends with the natural charge from an NBO analysis.
Atoms and positions in Å:
C -1.63 -1.39 0.33  -0.608
C -0.98 0.04 0.54  -0.237
C -1.40 1.29 -0.17  -0.154
C -0.26 1.68 -0.72  -0.182
C 0.50 0.21 -0.06  0.113
C 1.07 -0.54 -1.17  -0.666
N 1.66 0.36 0.90  -0.698
H -1.45 -1.83 1.28  0.218
H -1.30 -1.95 -0.44  0.217
H -2.75 -1.29 0.22  0.240
H -0.95 0.15 1.67  0.214
H -2.39 1.74 -0.19  0.240
H 0.22 2.46 -1.31  0.244
H 2.05 -0.08 -1.61  0.231
H 0.41 -0.80 -2.02  0.274
H 1.56 -1.44 -0.72  0.209
H 1.39 1.16 1.47  0.445
H 2.56 0.69 0.50  0.453
H 1.69 -0.46 1.48  0.445

Output
HOMO energy, eV: -14.06
ΔE to the lowest compared entry with this formula, charge and spin, eV: 2.857
DFT total energy, hartree: -290.21690
E_LUMO, eV: -3.63
Net charge: +1
Structure (SMILES): C[C@@H]1C=C[C@@]1(C)[NH3+]
HOMO-LUMO gap, eV: 10.4